Record 1
{
  "formula": "C22H49ClFNO17S4",
  "method": "the ωB97M-V functional and the def2-TZVPD basis",
  "molar_mass_g_mol": 782.343,
  "relative_energy_ev": 0.000,
  "orbital_gap_ev": 9.459,
  "spin_multiplicity": 1,
  "e_tot_ev": -118477.3618,
  "symbols": ["C", "C", "C", "O", "C", "N", "H", "H", "H", "H", "H", "H", "H", "H", "H", "H", "H", "H", "Cl", "O", "O", "O", "O", "O", "S", "O", "O", "C", "C", "C", "H", "H", "H", "H", "H", "H", "H", "H", "O", "S", "O", "O", "C", "C", "C", "H", "H", "H", "H", "H", "H", "H", "H", "O", "S", "O", "O", "C", "C", "C", "H", "H", "H", "H", "H", "H", "H", "H", "O", "S", "O", "O", "C", "C", "C", "H", "H", "H", "H", "H", "H", "H", "H", "F", "C", "C", "C", "C", "C", "C", "H", "H", "H", "H", "H"],
  "positions_angstrom": [[0.419, -1.552, -4.209], [1.463, -2.477, -3.625], [2.703, -1.795, -3.099], [3.610, -2.753, -2.660], [4.556, -2.161, -1.753], [0.842, -3.228, -2.458], [0.562, -2.554, -1.734], [-0.013, -3.708, -2.748], [1.447, -3.931, -2.029], [-0.463, -2.085, -4.561], [0.900, -1.038, -5.042], [0.075, -0.813, -3.485], [1.681, -3.316, -4.289], [2.393, -1.120, -2.290], [3.105, -1.210, -3.935], [5.254, -2.916, -1.414], [3.958, -1.742, -0.942], [5.072, -1.344, -2.260], [0.710, -0.808, 0.673], [1.962, -0.126, 0.820], [0.848, -2.232, 0.830], [-0.189, -0.274, 1.660], [0.221, -0.575, -0.697], [4.987, 0.448, -0.318], [4.853, 1.806, 0.146], [5.990, 2.684, 0.181], [3.709, 2.536, -0.735], [2.503, 1.775, -0.923], [1.906, 2.177, -2.265], [4.088, 1.851, 1.794], [1.775, 2.090, -0.173], [2.666, 0.701, -0.853], [2.522, 1.913, -3.123], [1.821, 3.267, -2.220], [0.885, 1.831, -2.431], [4.803, 1.449, 2.506], [3.203, 1.217, 1.738], [3.834, 2.886, 1.998], [1.492, -0.336, 6.284], [2.473, -1.338, 5.939], [3.462, -1.741, 6.902], [1.697, -2.693, 5.421], [0.407, -2.572, 4.829], [-0.107, -4.013, 4.825], [3.282, -0.933, 4.372], [0.443, -2.210, 3.797], [-0.208, -1.895, 5.426], [-1.194, -4.071, 4.754], [0.206, -4.545, 5.723], [0.345, -4.586, 4.013], [3.511, -1.884, 3.903], [4.046, -0.168, 4.468], [2.551, -0.454, 3.712], [-4.228, -4.102, -1.670], [-3.318, -3.005, -1.852], [-2.075, -3.226, -2.554], [-4.105, -1.762, -2.526], [-5.546, -1.773, -2.500], [-5.925, -0.292, -2.353], [-2.935, -2.261, -0.249], [-5.934, -2.352, -1.662], [-5.937, -2.238, -3.404], [-6.969, -0.163, -2.079], [-5.599, 0.236, -3.242], [-5.340, -0.025, -1.472], [-3.767, -1.608, 0.005], [-2.005, -1.698, -0.255], [-2.894, -3.075, 0.471], [-1.486, 4.748, 4.625], [-1.671, 3.615, 3.774], [-2.991, 3.101, 3.473], [-0.930, 3.994, 2.386], [-1.289, 3.186, 1.234], [-0.211, 3.427, 0.216], [-0.669, 2.166, 4.294], [-2.259, 3.549, 0.894], [-1.425, 2.128, 1.464], [-0.432, 4.260, -0.447], [-0.006, 2.533, -0.389], [0.802, 3.500, 0.621], [-0.948, 1.416, 3.560], [-0.965, 1.957, 5.318], [0.395, 2.377, 4.244], [-1.486, 3.400, -4.768], [-2.100, 2.920, -3.659], [-3.035, 3.732, -3.034], [-3.685, 3.270, -1.911], [-3.381, 2.001, -1.400], [-2.336, 1.281, -1.970], [-1.717, 1.712, -3.137], [-3.286, 4.697, -3.454], [-4.446, 3.862, -1.418], [-3.880, 1.649, -0.508], [-2.100, 0.329, -1.514], [-0.952, 1.101, -3.593]],
  "lowdin_charge": [-0.021, -0.293, -0.217, -0.174, -0.056, 0.225, 0.112, 0.126, 0.172, 0.089, 0.100, 0.067, 0.159, 0.120, 0.148, 0.096, 0.074, 0.091, 0.664, -0.382, -0.342, -0.329, -0.381, -0.291, 0.629, -0.276, -0.234, -0.304, -0.046, -0.094, 0.068, 0.066, 0.082, 0.088, 0.047, 0.067, 0.026, 0.077, -0.297, 0.637, -0.274, -0.278, -0.265, -0.062, -0.106, 0.103, 0.114, 0.076, 0.080, 0.075, 0.075, 0.066, 0.052, -0.271, 0.632, -0.307, -0.277, -0.256, -0.046, -0.083, 0.114, 0.122, 0.084, 0.086, 0.056, 0.071, 0.033, 0.078, -0.274, 0.616, -0.300, -0.261, -0.252, -0.051, -0.089, 0.108, 0.099, 0.093, 0.050, 0.083, 0.038, 0.071, 0.070, 0.055, -0.270, -0.013, -0.074, -0.102, -0.077, -0.020, 0.120, 0.111, 0.105, 0.082, 0.095]
}

***

Record 2
{
  "formula": "C22H49HfNOP2Si2",
  "method": "the ωB97M-V functional and the def2-TZVPD basis",
  "molar_mass_g_mol": 640.250,
  "relative_energy_ev": 4.975,
  "orbital_gap_ev": [4.074, 4.079],
  "spin_multiplicity": 1,
  "e_tot_ev": -62785.3132,
  "symbols": ["Hf", "P", "P", "N", "H", "C", "H", "H", "H", "C", "H", "H", "H", "C", "H", "H", "H", "C", "H", "H", "H", "C", "H", "H", "H", "C", "H", "H", "H", "C", "C", "C", "C", "C", "C", "H", "H", "H", "H", "H", "C", "O", "C", "H", "H", "H", "C", "H", "H", "H", "C", "Si", "C", "C", "C", "Si", "C", "C", "C", "H", "H", "H", "H", "H", "H", "H", "H", "H", "H", "H", "H", "H", "H", "H", "H", "H", "H", "H"],
  "positions_angstrom": [[-0.170, 0.265, 0.542], [-1.204, -1.169, 2.508], [0.189, 2.326, -1.598], [-1.898, 0.196, -0.352], [-0.422, -1.558, 0.884], [-2.418, -0.099, 3.415], [-2.774, -0.656, 4.303], [-3.277, 0.119, 2.757], [-1.969, 0.855, 3.743], [-0.312, -1.953, 3.873], [-1.047, -2.481, 4.489], [0.193, -1.210, 4.499], [0.427, -2.669, 3.505], [-2.320, -2.479, 1.890], [-2.546, -3.162, 2.716], [-1.818, -3.021, 1.081], [-3.221, -2.008, 1.478], [-0.658, 3.920, -1.244], [-0.606, 4.573, -2.130], [-0.187, 4.422, -0.388], [-1.713, 3.720, -1.009], [1.871, 2.977, -1.959], [1.796, 3.850, -2.622], [2.491, 2.208, -2.435], [2.356, 3.281, -1.022], [-0.522, 2.093, -3.284], [-0.434, 3.032, -3.853], [-1.587, 1.840, -3.173], [-0.024, 1.279, -3.824], [-3.166, 0.068, -0.772], [-5.299, 1.070, -1.352], [-4.042, 1.168, -0.746], [-3.608, -1.192, -1.295], [-4.851, -1.278, -1.908], [-5.688, -0.145, -1.930], [-5.947, 1.933, -1.370], [-3.649, 2.074, -0.296], [-2.894, -2.014, -1.246], [-5.138, -2.234, -2.364], [-6.671, -0.225, -2.417], [0.757, 3.088, 2.191], [0.085, 2.091, 1.502], [0.414, 2.987, 3.653], [1.310, 2.603, 4.182], [-0.347, 2.186, 3.805], [0.093, 3.910, 4.162], [2.168, 3.193, 1.736], [2.399, 4.133, 1.238], [2.335, 2.348, 1.047], [2.829, 3.040, 2.570], [1.918, -3.130, -2.327], [1.400, -1.323, -2.185], [2.471, -0.392, -3.410], [-0.394, -1.343, -2.753], [1.644, -0.487, -0.491], [2.601, -1.572, 0.722], [4.331, -1.834, 0.051], [2.851, -0.743, 2.393], [1.809, -3.262, 1.029], [2.055, -3.322, -3.402], [1.125, -3.794, -1.961], [2.853, -3.392, -1.822], [2.013, 0.522, -3.803], [3.442, -0.126, -2.970], [2.664, -1.067, -4.256], [-0.844, -2.316, -2.516], [-1.048, -0.581, -2.314], [-0.421, -1.225, -3.845], [2.294, 0.388, -0.707], [4.743, -0.896, -0.341], [4.963, -2.161, 0.888], [4.393, -2.587, -0.740], [2.025, -0.862, 3.106], [3.743, -1.222, 2.837], [3.062, 0.335, 2.323], [0.754, -3.249, 1.338], [1.889, -3.910, 0.154], [2.383, -3.747, 1.827]],
  "lowdin_charge": [1.017, 0.641, 0.794, -0.195, -0.100, -0.273, 0.037, 0.043, 0.011, -0.271, 0.045, 0.042, 0.031, -0.256, 0.046, 0.033, 0.041, -0.280, 0.043, 0.027, 0.036, -0.271, 0.047, 0.020, 0.015, -0.260, 0.045, 0.050, 0.017, -0.452, -0.113, -0.070, -0.068, -0.108, -0.136, 0.088, 0.085, 0.088, 0.098, 0.089, -0.235, -0.292, -0.012, 0.102, 0.071, 0.094, -0.029, 0.093, 0.073, 0.084, -0.193, 0.398, -0.189, -0.198, -0.564, 0.355, -0.185, -0.179, -0.184, 0.035, 0.031, 0.004, 0.003, 0.032, 0.031, 0.028, -0.022, 0.036, -0.026, 0.034, 0.026, 0.017, -0.003, 0.037, 0.014, -0.008, 0.010, 0.033]
}